C29H28N3O3S4W as an isolated structure at a distorted geometry. Source: the Open Molecules 2025 dataset; level of theory: ωB97M-V with the def2-TZVPD basis set.

Properties
Spin multiplicity ... 1
LUMO energy (alpha / beta) ... -0.3905 / -0.3904 hartree
Charge ... +3
Relative energy (zero: lowest compared OMol25 entry of this formula, charge and spin) ... 23.56 kcal per mole

Geometry (Å):
C1 2.657 -0.539 2.232
S1 1.687 -0.938 0.788
C2 0.533 2.560 -4.867
H1 4.980 0.623 4.937
H2 1.193 -3.101 1.674
H3 5.055 -1.707 4.284
H4 -4.728 -0.562 4.684
S2 1.245 1.684 -1.020
C3 4.386 -1.058 3.739
H5 -4.604 1.746 5.461
C4 -4.030 1.498 4.601
C5 4.305 0.256 4.203
C6 -2.177 -2.763 -1.762
C7 -1.672 -3.906 -1.102
C8 -0.746 -3.753 -0.115
H6 0.455 -2.937 -4.550
H7 -3.511 3.460 3.928
C9 0.858 -2.839 -3.517
H8 -1.016 4.768 1.506
H9 0.302 -1.989 -3.077
H10 -2.983 -1.394 3.024
C10 1.215 2.368 -3.672
C11 -3.351 2.398 3.767
C12 2.770 -1.400 -2.922
H11 -2.089 -0.160 -3.063
N1 -0.767 -1.361 -0.387
H12 -1.996 -4.870 -1.436
C13 0.544 -2.235 1.425
H13 4.639 -2.058 -3.676
S3 1.284 1.785 2.073
H14 0.635 -3.742 -2.973
H15 -3.408 -0.259 -1.998
H16 -0.331 -4.550 0.554
W1 -0.054 0.725 0.503
N2 2.219 -2.509 -3.521
H17 2.278 2.444 -3.688
N3 4.098 -1.337 -3.157
C14 -0.869 1.871 -2.665
C15 -3.098 -0.314 3.287
C16 -1.725 2.816 1.940
C17 3.478 1.177 3.652
H18 0.021 -1.821 2.316
C18 -2.455 1.928 2.750
C19 -0.871 2.515 -4.957
H19 -1.242 4.379 3.266
H20 4.658 -0.544 -2.831
H21 -1.368 2.783 -5.899
H22 2.683 -2.855 -4.316
H23 -2.609 4.822 2.148
S4 -1.789 1.251 -1.263
C20 -1.584 2.083 -3.863
C21 -2.263 0.535 2.583
H24 -2.917 -2.883 -2.582
C22 -0.350 -2.460 0.241
H25 -2.662 2.082 -3.852
C23 0.503 2.018 -2.525
O1 2.154 -0.668 -2.175
O2 -1.415 0.040 1.704
C24 -2.307 -0.288 -1.994
H26 3.642 -2.521 2.407
O3 -0.919 2.471 0.986
C25 -1.721 -1.509 -1.332
C26 2.607 0.756 2.611
H27 3.486 2.171 3.998
C27 -3.955 0.103 4.269
C28 3.566 -1.459 2.731
C29 -1.649 4.306 2.210
H28 1.096 2.867 -5.724

C29H28N4O4S in the gas phase at a distorted geometry. Source: the Open Molecules 2025 dataset; level of theory: ωB97M-V with the def2-TZVPD basis set.

Properties
SMILES ... O=C1/C(=C\Nc2cccc(S(=O)(=O)NC3=NCCCCC3)c2)c2ccccc2C(=O)N1Cc1ccccc1
Spin multiplicity ... 1
LUMO energy ... -0.0102 hartree
Relative energy (zero: lowest compared OMol25 entry of this formula, charge and spin) ... 0.00 kcal per mole

Geometry (Å):
H1 -7.896 3.429 -1.981
C1 -5.830 1.605 0.720
C2 -2.621 -2.112 -0.169
H2 -5.430 -3.878 0.547
C3 -7.317 2.917 -1.227
C4 -6.106 3.441 -0.807
H3 6.016 -2.613 1.232
C5 -4.443 -3.694 0.150
C6 -4.720 -1.425 1.011
C7 3.235 0.914 -1.203
H4 8.165 -1.873 1.916
C8 -2.473 -4.380 -1.006
H5 8.792 0.401 2.423
H6 -7.400 0.155 0.719
C9 3.504 2.263 -1.097
H7 4.962 2.223 1.976
H8 7.791 -0.856 0.519
H9 7.220 1.611 0.898
C10 6.062 -1.580 1.581
S1 4.492 -0.217 -1.757
N1 4.672 -1.272 -0.434
H10 -4.345 1.561 2.274
C11 0.976 1.225 -0.486
H11 7.250 2.249 2.548
C12 -3.736 -4.676 -0.506
C13 -5.364 2.788 0.161
C14 -1.926 -3.125 -0.843
C15 -3.899 -2.420 0.319
C16 -7.783 1.734 -0.677
H12 -4.156 -5.661 -0.637
H13 -5.664 0.358 2.461
H14 -8.726 1.321 -1.003
H15 1.867 -0.683 -1.040
H16 5.686 -1.548 2.608
H17 -0.167 -1.177 -0.775
C17 5.192 -0.709 0.709
C18 -2.092 -0.779 0.042
C19 7.510 -1.077 1.551
H18 -0.949 -2.937 -1.258
C20 -2.936 0.226 0.677
H19 -1.913 -5.139 -1.532
C21 1.245 2.592 -0.354
H20 4.492 2.619 -1.336
H21 4.956 -2.207 -0.682
O1 -2.570 1.393 0.853
O2 -5.817 -1.672 1.474
C22 -5.013 0.873 1.752
H22 5.163 0.767 2.973
O3 3.969 -1.054 -2.797
H23 -0.967 1.457 0.233
C23 -0.812 -0.434 -0.329
H24 0.457 3.246 -0.011
C24 7.725 0.164 2.417
C25 -7.043 1.080 0.292
C26 1.999 0.379 -0.919
H25 -5.738 4.363 -1.236
H26 -4.416 3.190 0.484
C27 2.492 3.103 -0.660
C28 5.434 1.237 2.017
H27 7.433 -0.062 3.446
C29 6.957 1.394 1.935
N2 -0.295 0.787 -0.174
N3 -4.181 -0.152 1.117
N4 4.893 0.504 0.904
H28 2.674 4.162 -0.558
O4 5.729 0.459 -1.997

C29H29AsBrCoN2O5Te as an isolated structure. Source: the Open Molecules 2025 dataset; level of theory: ωB97M-V with the def2-TZVPD basis set.

Properties
Spin multiplicity ... 2
LUMO energy (alpha / beta) ... -0.1198 / -0.1206 hartree
Charge ... +1
Relative energy (zero: lowest compared OMol25 entry of this formula, charge and spin) ... 24.38 kcal per mole

Geometry (Å):
C1 1.513 2.189 -2.741
H1 -1.463 1.944 -3.475
C2 -2.259 4.826 -0.641
C3 -1.607 1.446 2.766
H2 -0.713 0.625 -4.398
H3 -2.561 7.275 -0.426
C4 -1.606 -3.337 2.467
As1 0.313 0.797 -2.094
O1 2.876 0.156 2.860
C5 4.061 -1.942 -5.374
C6 -1.963 -3.947 3.667
O2 -3.637 2.412 1.995
H4 0.578 6.115 0.679
H5 -1.346 -1.226 2.811
C7 -1.780 1.489 4.144
H6 -3.010 -1.687 2.425
C8 -1.629 -5.269 3.907
H7 1.649 0.356 -4.820
H8 0.572 -3.184 0.203
H9 1.203 3.125 -2.281
H10 0.159 -1.594 -2.654
C9 -1.963 -1.896 2.213
H11 1.341 0.449 4.986
H12 -2.514 -3.383 4.410
H13 -1.917 -5.738 4.838
C10 2.104 -1.266 -3.490
C11 3.881 -2.725 -4.242
H14 3.382 -0.218 -6.451
C12 1.755 0.337 2.195
C13 3.258 -0.831 -5.568
H15 -0.683 -7.029 3.124
N1 -0.441 1.112 2.234
H16 3.576 -0.140 2.257
H17 4.821 -2.199 -6.100
C14 -0.500 -3.388 0.217
C15 -1.865 3.508 -0.627
C16 2.285 -0.498 -4.634
C17 0.587 0.767 3.010
O3 1.633 0.161 0.996
C18 -0.905 -4.060 1.504
C19 1.050 -0.991 -2.446
H18 4.494 -3.603 -4.084
C20 0.158 4.048 0.268
H19 -2.533 2.725 -0.955
C21 -0.577 -5.391 1.752
H20 2.781 -3.004 -2.429
H21 1.433 2.286 -3.820
Te1 -1.601 -1.536 0.132
C22 -0.129 5.391 0.304
Co1 -0.340 0.917 0.206
C23 -0.935 -5.993 2.946
Br1 1.858 3.475 0.875
C24 -0.719 1.129 4.958
N2 -0.668 3.102 -0.176
H22 -0.738 -3.999 -0.652
O4 -2.448 1.072 0.626
H23 2.543 1.977 -2.459
H24 -0.833 1.133 6.033
C25 2.913 -2.388 -3.311
H25 1.421 -1.319 -1.472
H26 -0.041 -5.958 1.000
C26 -1.382 5.794 -0.158
H27 -3.245 5.089 -0.999
O5 -1.667 7.097 -0.111
H28 -2.739 1.788 4.543
C27 -2.701 1.688 1.727
H29 -1.929 0.264 -3.152
C28 0.494 0.752 4.387
C29 -1.101 0.918 -3.424

C29H29BF4N4PRuSTe4 as an isolated structure. Source: the Open Molecules 2025 dataset; level of theory: ωB97M-V with the def2-TZVPD basis set.

Properties
Spin multiplicity ... 2
LUMO energy (alpha / beta) ... 0.1344 / 0.1000 hartree
Charge ... -2
Relative energy (zero: lowest compared OMol25 entry of this formula, charge and spin) ... 0.00 kcal per mole

Geometry (Å):
H1 3.003 3.707 2.313
F1 3.598 1.295 -6.741
H2 0.734 1.002 -1.394
C1 0.093 2.017 2.667
H3 -5.393 0.671 -1.377
Te1 0.254 -6.829 -2.506
H4 1.538 -0.469 -6.952
H5 -2.447 3.739 -1.835
N1 -0.418 -0.152 -4.474
Te2 0.671 -4.410 -1.605
H6 2.266 0.294 -0.931
C2 -2.313 0.877 0.002
B1 4.117 0.018 -6.471
C3 -2.901 -1.646 4.869
C4 1.235 1.347 0.630
H7 -0.721 1.893 3.370
H8 -2.604 2.114 2.293
C5 -2.776 2.801 -1.406
C6 -4.033 2.292 -1.696
F2 5.433 -0.097 -6.917
C7 0.439 -0.742 -5.287
F3 3.306 -0.933 -7.203
H9 3.106 2.322 0.272
C8 -2.789 0.161 3.248
H10 -4.196 1.400 2.179
Te3 -1.641 -3.629 -0.361
C9 -1.932 2.095 -0.567
C10 4.041 -0.721 0.930
Te4 -2.124 -5.777 1.148
H11 5.876 0.353 0.693
H12 3.872 0.846 4.447
C11 -1.441 -1.830 2.985
C12 2.248 2.256 0.931
H13 4.081 -1.159 -0.059
H14 5.790 1.359 2.959
C13 3.930 0.401 3.459
C14 -4.097 -0.968 0.206
C15 5.002 0.694 2.626
C16 2.962 -1.024 1.760
C17 -0.588 -0.612 -3.265
H15 1.091 3.487 3.872
H16 -5.060 -0.829 0.704
H17 -4.024 0.174 4.989
H18 -4.706 2.827 -2.354
C18 2.189 3.029 2.080
C19 1.117 2.908 2.956
H19 -4.251 -1.656 -0.628
H20 -3.645 2.066 3.718
S1 1.708 -2.179 1.267
F4 4.001 -0.285 -5.116
H21 -3.432 -1.458 0.910
N2 0.976 -1.967 -5.080
C20 -1.841 -0.579 2.517
P1 -1.030 -0.038 0.960
C21 1.241 0.460 -0.583
C22 2.921 -0.448 3.030
C23 -4.416 1.081 -1.145
C24 -3.328 1.510 2.833
N3 0.716 -0.140 -6.456
H22 -1.654 -3.355 4.467
H23 1.875 -2.129 -5.514
Ru1 0.202 -1.325 -0.273
H24 -3.329 -2.052 5.778
C25 -3.295 -0.394 4.420
H25 0.611 0.861 -6.420
H26 2.080 -0.672 3.676
H27 -0.954 2.501 -0.342
C26 -3.574 0.351 -0.306
N4 -0.757 -0.946 -2.167
C27 -1.967 -2.370 4.149
H28 -0.708 -2.391 2.419
C28 5.050 0.130 1.358
H29 0.865 -2.382 -4.164
C29 0.144 1.256 1.505

E_tot for every record listed, in sequence, given in Ha: -3170.85231, -2040.11598, -8068.63727, -3672.79726.